Entry 1:
10
Properties=species:S:1:pos:R:3:forces:R:3:nbo_charge:R:1 method="wB97M-V/def2-TZVPD" orbital_gap_ev="7.37 / 7.18" charge=0 e_above_lowest_kcal_mol=111.6
O 1.901971 0.743599 0.120318 -0.42 0.53 -0.13 -0.448
C 0.733126 0.177379 -0.215275 -0.49 -0.07 -0.08 0.356
C 0.515417 1.427138 0.397814 0.49 0.18 0.07 -0.145
C -1.131982 -1.251055 -0.092435 -0.33 -0.27 0.22 -0.503
N 0.174193 -0.983774 -0.395002 0.36 0.02 -0.10 -0.433
H 0.431055 1.560831 1.471401 -0.24 -0.22 -0.06 0.201
H 0.167848 2.260722 -0.221620 0.65 -0.08 0.13 0.205
H -1.606705 -0.519657 0.552794 0.02 -0.08 -0.24 0.174
H -1.703198 -1.776723 -0.846040 0.05 -0.06 0.12 0.179
H 0.737536 -1.701550 -0.839162 -0.09 0.05 0.06 0.413

=====

Entry 2:
10
Properties=species:S:1:pos:R:3:forces:R:3:nbo_charge:R:1 method="wB97M-V/def2-TZVPD" orbital_gap_ev=9.47 charge=0 e_above_lowest_kcal_mol=95.9
O -1.466828 0.961013 -1.127909 0.26 -0.20 0.76 -0.536
C -1.173124 0.856652 0.037219 -0.01 0.02 -0.23 0.542
N -0.378370 -0.169648 0.576936 0.22 0.08 0.38 -0.568
C 0.487534 -0.978910 -0.290357 0.15 -0.03 -0.09 -0.314
C 1.402979 0.012960 0.344560 0.47 -0.08 -0.59 -0.276
H -1.536513 1.535798 0.824253 0.01 0.01 -0.09 0.130
H 0.542555 -2.018860 0.038225 -0.02 0.23 -0.07 0.204
H 0.182213 -0.866475 -1.330353 0.07 0.01 0.16 0.228
H 1.448187 0.894181 -0.319851 -0.08 -0.15 0.06 0.141
H 0.179772 -0.025752 1.475609 -1.07 0.11 -0.29 0.451

=====

Entry 3:
10
Properties=species:S:1:pos:R:3:forces:R:3:nbo_charge:R:1 method="wB97M-V/def2-TZVPD" smiles="O=CN1CC1" orbital_gap_ev=10.70 charge=0 e_above_lowest_kcal_mol=82.3
C 1.039692 -0.499377 0.182670 -2.40 -1.96 -6.70 0.492
C -1.275600 0.381919 0.749589 1.62 -0.96 2.30 -0.238
C -0.844965 0.789037 -0.466047 3.41 2.22 -7.05 -0.291
H 1.975433 -0.260461 0.498742 3.34 -0.79 1.65 0.143
H -1.374029 -0.669771 0.590681 -1.05 -0.82 1.64 0.241
H -1.388489 1.049947 1.591086 -1.19 -0.50 0.01 0.256
H -0.689404 1.803768 -0.879477 -1.09 -0.24 0.71 0.222
H -0.679281 0.058260 -1.361869 -1.18 1.03 1.92 0.254
N 0.314124 0.612555 0.465900 -2.33 0.27 1.22 -0.476
O 0.805268 -1.287388 -0.812216 0.87 1.74 4.31 -0.603

=====

Entry 4:
10
Properties=species:S:1:pos:R:3:forces:R:3:nbo_charge:R:1 method="wB97M-V/def2-TZVPD" smiles="C1=NOCC1" orbital_gap_ev=10.44 charge=0 e_above_lowest_kcal_mol=84.1
C 0.389646 0.388382 0.908247 3.12 -4.34 2.81 -0.072
C 0.393842 -0.547881 -0.351685 -1.87 -3.75 4.18 -0.473
C -0.850286 -0.088767 -0.962228 1.30 -1.24 0.91 0.021
H 0.077011 -0.161131 1.913719 0.54 0.60 -1.94 0.157
H 1.581632 0.561401 1.119081 -2.89 0.94 -0.60 0.181
H 0.501815 -1.781497 -0.071917 -0.22 3.72 -1.12 0.233
H 1.097176 -0.158750 -0.949987 3.25 0.45 -2.36 0.218
H -1.325985 -0.496716 -1.752385 -1.36 -1.41 -2.67 0.210
N -1.333104 0.949112 -0.530115 -0.56 2.90 2.58 -0.065
O -0.531746 1.335847 0.677270 -1.32 2.12 -1.79 -0.411

=====

Entry 5:
10
Properties=species:S:1:pos:R:3:forces:R:3:nbo_charge:R:1 method="wB97M-V/def2-TZVPD" smiles="N/C=C/C=O" orbital_gap_ev=9.62 charge=0 e_above_lowest_kcal_mol=23.7
C 0.054099 0.344830 -0.530148 -0.39 -1.31 0.09 0.094
C -0.237970 -0.164559 0.686663 -1.35 0.43 1.15 -0.458
C 0.662889 -1.181517 1.245779 0.24 0.43 -0.27 0.396
H -0.178067 1.592823 -2.231841 -1.30 -1.86 2.38 0.395
H -1.458850 1.599818 -1.079265 -0.02 -0.20 0.09 0.383
H 0.942409 -0.143602 -0.887254 0.55 0.39 -0.64 0.222
H -1.128404 0.053352 1.321429 0.62 0.09 -0.85 0.202
H 0.401783 -1.575971 2.278780 0.25 0.21 -0.85 0.115
N -0.702042 1.032166 -1.437285 1.41 2.27 -1.78 -0.777
O 1.644153 -1.557339 0.633141 -0.01 -0.46 0.67 -0.573

=====

Entry 6:
10
Properties=species:S:1:pos:R:3:forces:R:3:nbo_charge:R:1 method="wB97M-V/def2-TZVPD" orbital_gap_ev=8.78 charge=0 e_above_lowest_kcal_mol=54.9
C -1.454780 0.045305 0.004131 1.50 2.83 0.10 0.788
C 0.562162 1.109297 -0.014312 -2.98 -1.80 -0.03 -0.548
C 0.794651 -0.394040 0.040210 0.40 0.37 0.01 -0.253
N -0.561317 -0.923480 -0.027272 0.13 -1.35 -0.09 -0.647
O -2.616624 0.256032 0.009677 0.78 -0.58 -0.05 -0.528
H 0.646060 1.596178 -0.967675 0.18 0.11 -0.22 0.202
H 0.770811 1.701186 0.853016 0.14 0.16 0.28 0.203
H 1.389928 -0.770965 -0.798380 -0.06 -0.02 0.08 0.195
H 1.274078 -0.701448 0.975992 -0.05 -0.01 -0.13 0.195
H -0.804965 -1.918068 -0.075389 -0.05 0.28 0.05 0.393

=====

Entry 7:
10
Properties=species:S:1:pos:R:3:forces:R:3:nbo_charge:R:1 method="wB97M-V/def2-TZVPD" smiles="O=CN1CC1" orbital_gap_ev=10.86 charge=0 e_above_lowest_kcal_mol=93.1
C 0.164506 0.485543 0.893096 -1.73 3.57 3.95 0.498
C -0.673755 -1.140673 -0.776900 0.09 -4.44 4.92 -0.233
C 0.724223 -0.890462 -0.950307 -5.32 2.50 -2.08 -0.234
H 0.385999 -0.451438 1.566734 0.26 1.85 -0.62 0.113
H -0.866042 -2.130937 -0.095382 -0.06 2.94 -0.56 0.183
H -1.245593 -1.345419 -1.639398 -0.71 1.00 -0.93 0.220
H 1.519434 -1.092244 -0.442376 4.17 -1.69 3.51 0.199
H 0.775651 -0.887178 -1.963379 1.57 1.38 -2.93 0.208
N -0.301004 0.227067 -0.324891 0.18 -2.72 -5.46 -0.434
O 0.030967 1.698912 1.231588 1.56 -4.39 0.20 -0.520

=====

Entry 8:
10
Properties=species:S:1:pos:R:3:forces:R:3:nbo_charge:R:1 method="wB97M-V/def2-TZVPD" smiles="C1=CONC1" orbital_gap_ev=9.28 charge=0 e_above_lowest_kcal_mol=82.4
C -0.040564 1.021760 -0.057189 -2.51 -3.23 -0.41 -0.334
C 1.270288 0.887152 -0.176018 -1.86 1.50 0.43 0.114
C -0.587039 -0.580453 -0.119603 -0.08 2.14 -2.20 -0.261
N 0.631641 -1.320513 -0.146931 2.51 -0.21 -0.45 -0.341
O 1.769920 -0.335272 -0.195233 0.56 -1.31 -0.15 -0.365
H -0.781820 1.841215 -0.120875 1.14 -0.50 0.18 0.234
H 1.855398 1.791457 -0.223688 1.00 -0.51 -0.12 0.218
H -1.097617 -0.956102 0.699112 -1.53 0.04 1.91 0.189
H -1.287641 -0.812626 -1.050498 1.65 0.72 1.51 0.176
H 0.925007 -1.944071 0.642628 -0.88 1.36 -0.68 0.370

=====

Entry 9:
10
Properties=species:S:1:pos:R:3:forces:R:3:nbo_charge:R:1 method="wB97M-V/def2-TZVPD" orbital_gap_ev="8.17 / 8.17" charge=0 e_above_lowest_kcal_mol=104.7
C -0.787823 0.269953 -1.200097 1.05 -0.08 0.59 -0.250
C 0.498466 -0.141958 -0.722931 0.27 1.41 2.05 0.091
C 0.501086 0.020947 0.936348 0.50 -0.56 -1.15 0.136
N -0.447864 -0.226752 1.710285 -0.13 -0.09 -0.05 -0.638
O 1.629967 -0.140631 -1.258442 -0.95 -0.10 0.07 -0.659
H -0.212191 -0.071843 2.693256 0.01 0.09 -0.21 0.358
H 1.510138 0.368930 1.180597 -0.04 -0.06 0.14 0.184
H -1.645739 0.234436 -0.538549 0.27 -0.08 0.12 0.230
H -0.842657 0.880489 -2.097730 -0.26 -0.96 -0.64 0.225
H -0.203382 -1.193573 -0.702737 -0.73 0.42 -0.91 0.322

=====

Entry 10:
10
Properties=species:S:1:pos:R:3:forces:R:3:nbo_charge:R:1 method="wB97M-V/def2-TZVPD" smiles="C=[NH+][O-].C#C" orbital_gap_ev=9.77 charge=0 e_above_lowest_kcal_mol=121.8
C 2.218760 -0.188331 -1.532153 0.44 -1.53 -0.89 -0.241
C -0.718800 0.365327 2.089534 0.44 0.31 -0.32 -0.174
C 2.229901 0.977858 -1.305339 -0.01 2.19 -0.10 -0.225
N -0.952541 0.235189 0.832162 1.72 -1.01 -0.88 -0.046
O -0.026179 0.345526 -0.087204 -2.33 0.35 1.13 -0.542
H 2.237851 -1.217747 -1.875329 -0.05 0.73 0.53 0.231
H -1.870377 -0.172516 0.559982 0.59 0.45 -0.04 0.366
H -1.405963 -0.016202 2.783667 -1.12 -0.08 0.70 0.186
H 0.238244 0.733571 2.418689 0.14 -0.02 -0.23 0.207
H 2.136451 2.069321 -1.200820 0.19 -1.39 0.11 0.237

=====

Entry 11:
10
Properties=species:S:1:pos:R:3:forces:R:3:nbo_charge:R:1 method="wB97M-V/def2-TZVPD" smiles="N/C=C/C=O" orbital_gap_ev=9.58 charge=0 e_above_lowest_kcal_mol=68.3
C -0.139175 0.058232 -0.724032 -0.64 0.89 -4.18 0.090
C 0.058716 0.152137 0.567560 -0.03 -2.97 6.62 -0.441
C 1.306428 -0.023987 1.373692 4.83 2.56 -1.08 0.383
H -1.414097 0.414915 -2.382903 0.32 -2.35 2.99 0.397
H -2.248879 -0.410137 -0.985169 2.38 0.56 -0.90 0.395
H 0.677970 0.361016 -1.484044 -0.97 -0.70 1.70 0.215
H -0.505070 -0.248481 1.608361 -1.05 1.18 -3.88 0.208
H 1.073674 -0.326081 2.504289 0.81 0.32 -2.10 0.117
N -1.301922 -0.259772 -1.483201 -1.22 2.08 -0.74 -0.814
O 2.492356 0.282158 1.005447 -4.43 -1.59 1.57 -0.549

=====

Entry 12:
10
Properties=species:S:1:pos:R:3:forces:R:3:nbo_charge:R:1 method="wB97M-V/def2-TZVPD" smiles=N#CCCO orbital_gap_ev=11.40 charge=0 e_above_lowest_kcal_mol=47.7
C 0.124601 -1.134567 0.653718 1.09 -1.40 -2.98 -0.035
C 1.053889 -0.084720 -0.084444 -2.98 -0.04 0.74 -0.536
C 0.220245 0.715650 -0.990559 -3.54 4.80 -1.27 0.273
H -0.713229 0.415618 1.724945 -1.19 -4.62 -1.93 0.456
H -0.434371 -1.649460 -0.245974 1.79 -0.21 1.71 0.192
H 0.817628 -1.786646 1.319543 -1.36 0.76 -1.08 0.170
H 1.747008 -0.523423 -0.706323 1.95 -1.40 -0.83 0.247
H 1.495294 0.559743 0.644738 0.54 0.56 0.36 0.235
N -0.500590 1.552440 -1.463116 3.36 -4.14 1.77 -0.315
O -0.975077 -0.607637 1.254074 0.34 5.69 3.50 -0.688

=====

Copy entry 6 word for word.
10
Properties=species:S:1:pos:R:3:forces:R:3:nbo_charge:R:1 method="wB97M-V/def2-TZVPD" orbital_gap_ev=8.78 charge=0 e_above_lowest_kcal_mol=54.9
C -1.454780 0.045305 0.004131 1.50 2.83 0.10 0.788
C 0.562162 1.109297 -0.014312 -2.98 -1.80 -0.03 -0.548
C 0.794651 -0.394040 0.040210 0.40 0.37 0.01 -0.253
N -0.561317 -0.923480 -0.027272 0.13 -1.35 -0.09 -0.647
O -2.616624 0.256032 0.009677 0.78 -0.58 -0.05 -0.528
H 0.646060 1.596178 -0.967675 0.18 0.11 -0.22 0.202
H 0.770811 1.701186 0.853016 0.14 0.16 0.28 0.203
H 1.389928 -0.770965 -0.798380 -0.06 -0.02 0.08 0.195
H 1.274078 -0.701448 0.975992 -0.05 -0.01 -0.13 0.195
H -0.804965 -1.918068 -0.075389 -0.05 0.28 0.05 0.393